Record 1
{"formula": "C29H26AsNO6PPdS2", "method": "ωB97M-V/def2-TZVPD", "species": ["Pd", "C", "C", "H", "H", "H", "H", "C", "H", "C", "H", "C", "H", "C", "C", "O", "H", "H", "N", "C", "C", "C", "H", "C", "C", "O", "C", "H", "H", "H", "H", "H", "C", "H", "As", "O", "H", "H", "H", "C", "O", "C", "C", "C", "S", "C", "H", "O", "S", "H", "O", "H", "C", "H", "C", "C", "C", "C", "P", "C", "H", "C", "C", "C", "H", "H", "C"], "positions_angstrom": [[-0.66664, -0.12509, -0.57676], [4.51023, 0.66713, -2.68708], [-1.70893, 2.56962, -2.57056], [2.08564, -2.61217, 2.14398], [-2.48740, -4.21989, 4.28952], [-0.13816, 2.21305, 1.10823], [-0.36874, 3.34724, -0.18937], [3.00809, -1.12265, -3.23941], [2.48987, 0.29251, 2.28189], [-0.66903, 0.27114, 3.51291], [-0.83957, 3.28595, -4.38427], [-1.22627, 2.42181, -3.85809], [2.64567, -1.39329, 0.96050], [-1.21981, -3.46311, 0.73257], [1.77544, 1.54155, 3.86467], [-3.04794, 3.37540, 0.22297], [5.46643, 1.16966, -2.77524], [-4.66454, 0.32773, -0.45575], [1.25629, 1.16458, -0.97271], [1.85395, -2.10036, 1.20982], [-2.21450, 1.46973, -1.87961], [-1.28752, -2.92659, 3.07513], [-1.76617, -0.91082, -4.26450], [1.64445, 0.54584, 2.91087], [3.52553, 1.21648, -1.84391], [-4.55308, 1.18225, -0.00192], [2.01690, -0.64044, -2.39435], [2.81160, -2.04509, -3.77108], [2.90161, 3.80600, 0.25099], [-0.97542, -2.31654, 3.91304], [0.77979, 3.73507, 1.09680], [-3.20622, -5.63350, 2.39867], [0.42806, -0.11982, 2.74479], [2.72075, 2.05933, 3.97360], [-2.90776, 1.77085, -0.05053], [-4.43060, -1.00496, -1.98977], [-2.36035, -5.15670, 0.11136], [-1.73394, 3.53828, -2.08531], [0.79629, 2.66582, 5.40650], [-1.24652, 1.17665, -4.48315], [-1.87146, 1.04106, 1.04413], [-2.05592, -4.54346, 0.94926], [-0.84265, -2.63413, 1.79008], [2.25139, 0.59706, -1.71753], [-3.01303, -1.21370, -1.74919], [2.75567, 2.90521, -0.32981], [-1.63787, -0.16258, 3.31111], [-2.69559, -1.11060, -0.30900], [0.57546, -1.57022, -2.17674], [-1.38766, 1.56106, 5.06034], [-2.44558, -2.38628, -2.37585], [-0.88205, -3.24923, -0.27287], [3.75466, 2.38923, -1.09468], [4.98050, -0.89448, -4.05778], [0.69208, 1.88981, 4.65843], [-2.21738, 0.21655, -2.51634], [1.48517, 2.28319, -0.30194], [-0.52975, 1.25809, 4.47414], [0.23816, -1.23931, 1.33768], [4.23590, -0.47470, -3.39180], [-0.86982, 1.07169, -5.49267], [-1.74674, 0.07397, -3.81912], [0.38785, 2.92959, 0.47713], [-2.13273, -4.00654, 3.28840], [1.77591, -2.81706, 0.39336], [4.72551, 2.86991, -1.14208], [-2.52754, -4.80679, 2.22787]], "forces_ev_per_a": [[1.3, 0.1, 0.6], [0.1, 0.0, -0.1], [0.0, 0.1, 0.0], [0.0, 0.0, 0.0], [0.0, 0.0, 0.0], [0.0, 0.0, 0.0], [0.0, 0.0, 0.0], [-0.2, 0.1, 0.1], [0.0, 0.0, 0.1], [0.0, 0.0, -0.1], [0.0, 0.0, 0.0], [0.0, 0.0, 0.0], [0.0, 0.0, 0.0], [0.0, 0.1, 0.0], [0.0, 0.1, 0.0], [0.2, 0.2, -0.4], [0.0, 0.0, 0.0], [0.0, 0.0, 0.0], [-0.2, 0.0, 0.6], [-0.1, 0.3, -0.1], [-0.4, -0.6, 0.2], [0.1, 0.0, 0.0], [0.0, 0.0, 0.0], [0.0, -0.2, 0.0], [-0.3, -0.1, 0.0], [0.0, -0.4, -0.2], [0.1, -0.1, 0.0], [0.0, 0.0, 0.0], [0.0, 0.0, 0.0], [0.0, 0.0, 0.0], [0.0, 0.0, 0.0], [0.0, 0.0, 0.0], [0.0, 0.1, 0.0], [0.0, 0.0, 0.0], [-0.6, 1.4, 0.6], [0.0, 0.0, 0.2], [0.0, 0.0, 0.0], [0.0, 0.0, 0.0], [0.0, 0.0, 0.0], [0.0, -0.1, 0.0], [0.3, -0.6, -0.5], [0.0, 0.0, 0.1], [0.0, 0.0, 0.0], [0.4, 0.1, -0.2], [-0.8, -0.6, -1.0], [0.2, 0.1, -0.1], [0.0, 0.0, 0.0], [0.3, 0.1, -0.2], [-0.3, -0.1, 0.1], [0.0, 0.0, 0.0], [0.0, 0.1, 0.0], [0.0, 0.1, -0.1], [-0.1, 0.1, 0.1], [0.0, 0.0, 0.0], [0.0, 0.0, 0.0], [-0.4, 0.1, 0.2], [-0.1, -0.1, -0.2], [0.0, 0.0, 0.0], [0.1, -0.4, 0.0], [0.1, 0.1, 0.0], [0.0, 0.0, 0.0], [0.0, 0.0, 0.0], [0.1, -0.1, 0.1], [0.0, 0.0, 0.1], [0.0, 0.0, 0.0], [0.0, 0.0, 0.0], [0.0, 0.0, 0.0]], "lumo_energy_ev": [2.304, 1.808], "s_squared": 2.010, "orbital_gap_ev": [6.72, 6.51], "e_above_lowest_kcal_mol": 7.7, "max_force_ev_per_a": 1.59, "charge": -1, "multiplicity": 3}


Record 2
{"formula": "C18H29BrNO4P2Yb", "method": "ωB97M-V/def2-TZVPD", "species": ["H", "H", "C", "C", "H", "C", "H", "H", "H", "O", "O", "H", "H", "C", "H", "H", "C", "H", "C", "H", "C", "H", "H", "C", "Br", "H", "O", "O", "C", "C", "N", "H", "H", "H", "H", "H", "C", "H", "P", "Yb", "H", "H", "H", "C", "C", "C", "C", "C", "H", "H", "H", "H", "H", "C", "C", "P"], "positions_angstrom": [[3.79980, 1.11109, 1.30685], [-2.31539, 1.42076, 0.34884], [-0.78678, -2.84571, -2.49018], [0.43880, -0.41684, -3.00788], [-1.53110, 3.21443, 1.17681], [-3.69027, -4.76149, 4.01575], [1.53248, 3.25580, 3.49839], [-0.15399, 2.66480, 3.21665], [-2.51388, -6.57441, 4.27525], [-1.20973, -1.06082, 2.56597], [-1.88782, 1.37339, 1.21280], [-2.57938, 0.92678, 1.80680], [-1.42199, -3.44346, -1.82813], [-2.57201, -5.57771, 3.83875], [3.62773, 2.20871, 2.72817], [1.74508, 1.26293, -4.41490], [2.05138, 3.25888, -1.67107], [1.52278, -1.28416, -0.22985], [0.89784, 2.36310, 3.34665], [0.12075, -0.20133, -4.04824], [2.19758, 2.87748, -3.00458], [1.21637, -1.21465, -3.03270], [-2.24976, -1.18174, -4.29630], [-1.54594, -3.85593, 2.47993], [-0.19966, -3.41296, 1.09256], [-1.51363, -0.58181, -1.03794], [-3.44273, -0.71997, 2.41019], [-1.05921, 4.07389, 1.05046], [3.24790, 1.31296, 2.22810], [-2.57239, -2.94904, 2.82778], [0.90967, 1.20159, -1.14373], [-2.47651, 0.42076, -3.46784], [3.38896, 0.44258, 2.87824], [2.66849, 3.53405, -3.73977], [-0.62479, -5.75223, 2.87291], [-1.37701, 4.52083, 0.23953], [-2.41608, -0.66252, -3.34991], [-4.56479, -5.14635, 4.55443], [-1.06649, -1.10339, -2.27999], [-0.16963, -0.44383, 0.72757], [-4.53560, -2.77930, 3.71601], [0.26391, -3.09175, -2.28851], [2.39698, 4.23063, -1.30311], [-3.68273, -3.44295, 3.54481], [-2.43911, -1.45811, 2.59547], [1.43453, 2.81788, 0.68430], [0.99717, 0.87004, -2.45093], [-1.49760, -5.13045, 3.05140], [-3.34086, -0.99033, -2.87074], [2.29435, 3.47239, 0.89086], [0.94708, 1.67840, 4.20791], [0.49511, 3.43592, 0.81492], [-1.03577, -3.04092, -3.54812], [1.70208, 1.63051, -3.38731], [1.50077, 2.36065, -0.74880], [1.46798, 1.42657, 1.88956]], "forces_ev_per_a": [[-0.1, 0.1, 0.1], [-0.2, -0.2, -0.4], [-0.4, -0.9, -0.8], [-0.3, 0.2, -0.6], [0.2, 0.6, -0.3], [0.0, 0.0, 0.1], [-0.3, -0.4, 0.1], [0.4, -0.1, 0.0], [-0.1, 0.3, -0.1], [-1.6, -0.3, 0.8], [-0.8, 0.0, 0.9], [0.9, 0.1, -0.7], [0.0, 0.1, -0.2], [0.3, 0.3, -0.3], [0.0, -0.1, -0.1], [0.2, 0.3, 0.3], [0.5, -0.3, -0.3], [0.2, -0.4, -0.2], [-0.1, -0.1, 0.4], [0.5, -0.1, 0.2], [-0.2, -0.1, 0.2], [-0.6, 0.6, 0.3], [-0.2, 0.2, 0.0], [-0.2, 0.1, 0.1], [-0.7, -0.5, 1.0], [-1.5, 1.3, 1.2], [1.2, -0.9, 0.5], [-1.1, 0.5, -0.3], [0.2, -0.5, 0.2], [-0.2, -0.4, 0.2], [0.1, 0.5, -0.3], [0.1, -0.1, -0.1], [0.2, 0.2, 0.0], [-0.1, -0.2, 0.3], [-0.3, 0.0, 0.0], [0.0, -0.6, 0.7], [-0.3, 0.0, 0.1], [0.4, 0.2, -0.2], [2.7, -0.9, 0.1], [0.1, -0.1, -0.8], [0.4, -0.1, 0.0], [-0.4, 0.2, 0.0], [0.0, -0.4, -0.2], [0.5, -0.2, -0.3], [0.2, 1.1, -0.9], [-0.1, -0.1, -0.3], [0.7, 0.3, 0.1], [-0.3, 0.4, -0.2], [-0.1, -0.1, -0.1], [-0.2, -0.1, -0.1], [0.0, 0.4, -0.1], [1.1, -0.8, 0.0], [0.1, -0.6, 0.3], [-0.3, 0.5, 0.2], [-0.6, 0.3, -0.6], [0.1, 1.2, 0.2]], "lumo_energy_ev": [0.389, 0.229], "s_squared": 0.753, "orbital_gap_ev": [4.36, 6.19], "e_above_lowest_kcal_mol": 0.0, "max_force_ev_per_a": 2.86, "multiplicity": 2}